Entry from the OMol25 dataset: a molecular structure, C24H14Cl2FN4O12V (ωB97M-V/def2-TZVPD).

Structure (ORCA input):
```
! wB97M-V def2-TZVPD RIJCOSX def2/J DEFGRID3
* xyz -2 3
V -0.429 -1.376 0.087
O 3.070 -4.673 3.832
C 2.303 -3.946 2.963
C 2.455 -4.072 1.585
C 1.639 -3.299 0.777
N 0.757 -2.492 1.326
C 0.587 -2.348 2.625
C 1.362 -3.076 3.510
C -0.467 -1.290 2.965
O -0.666 -0.988 4.131
O -1.006 -0.780 1.915
C 1.569 -3.296 -0.753
O 2.263 -4.078 -1.387
O 0.697 -2.469 -1.192
H 3.701 -5.188 3.319
H 3.178 -4.741 1.134
H 1.242 -2.959 4.577
Cl -4.038 0.829 -0.312
C -3.024 1.353 -1.611
C -3.495 2.379 -2.447
C -2.738 2.828 -3.488
Cl -3.367 4.098 -4.519
C -1.458 2.279 -3.751
C -0.612 2.692 -4.806
C 0.607 2.098 -4.956
C 0.985 1.083 -4.047
N 0.224 0.671 -3.073
C -0.988 1.249 -2.908
C -1.781 0.765 -1.797
O -1.329 -0.167 -1.044
H -4.466 2.809 -2.249
H -0.942 3.476 -5.474
H 1.280 2.388 -5.752
H 1.956 0.607 -4.137
F -1.550 3.387 0.183
C -0.623 3.327 1.153
C 0.168 2.253 1.298
N 1.135 2.175 2.269
C 1.991 0.978 2.410
C 2.478 0.402 1.048
O 3.682 0.501 0.810
O 1.596 -0.134 0.322
C 1.336 3.207 3.151
O 2.167 3.219 4.040
N 0.500 4.298 2.961
C -0.510 4.474 2.027
O -1.174 5.496 2.000
H 0.118 1.392 0.644
H 1.432 0.224 2.965
H 2.843 1.303 2.998
H 0.630 5.049 3.622
C -2.258 -3.037 -2.139
O -2.487 -3.618 -0.866
C -1.834 -3.015 0.229
O -2.061 -3.570 1.277
H -2.976 -3.494 -2.824
H -1.243 -3.223 -2.495
H -2.427 -1.959 -2.126
*
```

Its HOMO energy (alpha / beta) is -2.666 / -2.905 eV. The value obtained for the calculated total energy is -4009.487964 hartree. For the energy above the lowest of the compared OMol25 structures with the same formula, charge and spin, the calculation gives 79.0 kJ/mol. Its expectation value of S² is 2.014.

Entry from the OMol25 dataset: 2 unconnected molecules or ions with the total composition CH4IOP (ωB97M-V/def2-TZVPD).

Structure (ORCA input):
```
! wB97M-V def2-TZVPD RIJCOSX def2/J DEFGRID3
* xyz 0 1
C -0.058 -0.030 0.688
O 0.681 1.202 0.835
P 1.808 1.615 -0.241
I 3.386 -0.219 -0.134
H -0.399 0.215 -0.382
H -0.788 0.056 1.492
H 0.753 -0.820 0.752
H -0.047 1.186 -1.762
*
```

Its HOMO energy (alpha / beta) is -8.464 / -9.205 eV. The value obtained for the calculated total energy is -754.675710 hartree. For the energy above the lowest of the compared OMol25 structures with the same formula, charge and spin, the calculation gives 280.2 kJ/mol.

Entry from the OMol25 dataset: a molecular structure, C15H13N5O3S2Ta (ωB97M-V/def2-TZVPD).

Structure (ORCA input):
```
! wB97M-V def2-TZVPD RIJCOSX def2/J DEFGRID3
* xyz 3 1
Ta 0.540 1.859 -0.140
C 1.349 -0.674 3.342
C 1.395 0.067 2.071
N 0.693 1.151 1.835
N -0.054 1.634 2.882
C -0.587 2.787 2.654
N -1.349 3.456 3.489
S -0.287 3.644 1.071
C 2.326 -0.299 0.987
C 3.255 -1.308 1.056
C 4.128 -1.492 -0.021
C 4.032 -0.676 -1.132
C 3.057 0.312 -1.160
N 2.229 0.503 -0.118
H 0.438 -0.459 3.890
H 2.201 -0.367 3.964
H 1.451 -1.744 3.161
H -1.559 3.045 4.392
H -1.737 4.363 3.276
H 3.323 -1.935 1.934
H 4.878 -2.272 0.021
H 4.697 -0.788 -1.978
H 2.947 0.962 -2.019
O 0.379 1.176 -2.104
C -0.649 0.474 -1.770
N -0.925 0.693 -0.432
S -2.356 -0.124 0.178
O -3.259 0.890 0.562
O -1.832 -1.091 1.074
C -2.631 -0.754 -1.467
C -3.680 -1.540 -1.851
C -3.712 -1.952 -3.195
C -2.727 -1.585 -4.106
C -1.664 -0.785 -3.716
C -1.611 -0.368 -2.383
H -4.465 -1.829 -1.164
H -4.536 -2.571 -3.530
H -2.797 -1.922 -5.132
H -0.902 -0.482 -4.423
*
```

Its HOMO energy is -18.735 eV. The value obtained for the calculated total energy is -1931.265890 hartree. For the energy above the lowest of the compared OMol25 structures with the same formula, charge and spin, the calculation gives 34.1 kJ/mol.

Entry from the OMol25 dataset: a molecular structure, C42H57Cl2F6InN5O4S2Se2Si2Te (ωB97M-V/def2-TZVPD).

Structure (ORCA input):
```
! wB97M-V def2-TZVPD RIJCOSX def2/J DEFGRID3
* xyz -1 1
In -0.324 1.246 -0.083
C 2.760 -3.808 2.603
Se 2.163 -2.767 1.075
C 0.639 -3.910 0.679
C 0.202 -3.804 -0.765
Se -0.660 -2.121 -1.302
C -2.456 -2.874 -1.248
H 1.998 -3.778 3.381
H 3.675 -3.356 2.982
H 2.959 -4.834 2.300
H -0.175 -3.651 1.357
H 0.955 -4.932 0.900
H -0.543 -4.573 -0.970
H 1.042 -3.972 -1.439
H -2.436 -3.816 -1.792
H -3.137 -2.187 -1.736
H -2.773 -3.029 -0.219
F -6.223 1.615 -2.584
C -5.319 1.336 -1.639
F -4.762 2.465 -1.233
F -5.957 0.771 -0.605
S -4.057 0.154 -2.282
O -3.134 -0.014 -1.185
O -4.832 -0.978 -2.701
N -3.428 0.872 -3.523
S -2.130 1.759 -3.349
O -0.988 0.977 -2.936
O -2.324 3.039 -2.744
C -1.922 2.173 -5.136
F -1.600 1.108 -5.874
F -0.950 3.081 -5.255
F -3.040 2.704 -5.624
C 6.127 1.119 -3.312
C 6.298 0.094 -2.226
C 7.506 -0.559 -2.038
C 7.675 -1.508 -1.038
C 6.604 -1.827 -0.223
C 5.378 -1.201 -0.397
C 5.220 -0.229 -1.382
N 4.016 0.451 -1.627
C 2.895 0.625 -0.828
N 3.195 0.628 0.493
C 2.448 1.062 1.609
C 1.065 1.136 1.603
C 0.462 1.656 2.757
C 1.191 2.074 3.856
C 2.575 1.976 3.825
C 3.222 1.460 2.717
C 4.726 1.362 2.704
N 1.727 0.869 -1.361
C 1.803 0.944 -2.794
C 1.795 -0.221 -3.551
C 1.932 -0.165 -4.928
C 2.097 1.065 -5.548
C 2.107 2.223 -4.786
C 1.949 2.192 -3.403
C 1.883 3.468 -2.610
H 7.077 1.319 -3.803
H 5.737 2.058 -2.912
H 5.422 0.783 -4.080
H 8.336 -0.308 -2.688
H 8.631 -1.997 -0.907
H 6.705 -2.583 0.546
H 4.533 -1.496 0.208
H 3.827 0.634 -2.601
H 4.186 0.584 0.659
H -0.616 1.778 2.774
H 0.690 2.496 4.719
H 3.167 2.308 4.671
H 5.133 1.712 3.652
H 5.174 1.971 1.913
H 5.073 0.332 2.565
H 1.680 -1.172 -3.047
H 1.910 -1.077 -5.510
H 2.200 1.126 -6.624
H 2.216 3.185 -5.274
H 0.871 3.884 -2.642
H 2.568 4.214 -3.018
H 2.116 3.315 -1.558
Cl -2.879 1.522 1.829
C -2.976 3.205 1.350
C -4.051 3.929 1.826
C -4.182 5.275 1.523
C -3.203 5.867 0.728
C -2.151 5.128 0.243
Cl -0.965 5.936 -0.751
C -1.950 3.728 0.498
N -0.886 3.118 0.027
H -4.781 3.427 2.448
H -5.018 5.849 1.897
H -3.260 6.917 0.470
C 1.033 -0.179 7.623
Si 0.769 -1.262 6.111
C 0.361 -3.011 6.663
C 2.348 -1.282 5.103
C -0.724 -0.646 5.160
Te -0.906 -1.607 3.248
C -2.609 -2.793 3.828
Si -4.252 -1.907 3.575
C -4.276 -0.267 4.477
C -5.615 -2.993 4.286
C -4.524 -1.720 1.735
H 1.857 -0.551 8.237
H 0.138 -0.141 8.248
H 1.276 0.843 7.322
H 1.201 -3.466 7.192
H 0.129 -3.638 5.799
H -0.504 -3.024 7.332
H 3.035 -2.035 5.501
H 2.846 -0.313 5.137
H 2.157 -1.513 4.052
H -0.776 0.431 5.016
H -1.624 -0.951 5.701
H -2.432 -3.135 4.850
H -2.577 -3.682 3.192
H -4.449 -0.412 5.547
H -5.078 0.365 4.088
H -3.346 0.287 4.342
H -5.488 -3.130 5.363
H -5.618 -3.981 3.819
H -6.598 -2.545 4.121
H -3.652 -1.307 1.224
H -5.358 -1.051 1.515
H -4.752 -2.692 1.287
*
```

Its HOMO energy is -3.714 eV. The value obtained for the calculated total energy is -10365.425923 hartree. For the energy above the lowest of the compared OMol25 structures with the same formula, charge and spin, the calculation gives 146.7 kJ/mol.

Entry from the OMol25 dataset: 2 unconnected molecules or ions with the total composition C2H2ClN (ωB97M-V/def2-TZVPD).

Structure (ORCA input):
```
! wB97M-V def2-TZVPD RIJCOSX def2/J DEFGRID3
* xyz 0 1
C 1.579 -0.635 -0.088
C -1.216 0.878 -0.209
N 0.508 -0.243 -0.029
Cl -2.462 -0.185 0.139
H 2.399 -1.282 -0.417
H -0.807 1.467 0.603
*
```

Its HOMO energy is -7.763 eV. The value obtained for the calculated total energy is -592.179625 hartree. For the energy above the lowest of the compared OMol25 structures with the same formula, charge and spin, the calculation gives 391.2 kJ/mol.